Record 1
The following is a DFT calculation (the ωB97M-V functional and the def2-TZVPD basis) of a molecular structure, C6H7Br6F3O2 at a distorted geometry.

Its net charge is 0. The calculation puts the HOMO energy at -0.3789 hartree. The orbital gap comes out at 0.361 Eh. Its energy above the lowest of the compared OMol25 structures with the same formula, charge and spin is 0.233 eV.

XYZ file:
```
24
Properties=species:S:1:pos:R:3:forces:R:3
C -21.85714 2.52120 16.98642 1.0 -0.2 -0.6
Br -20.41788 1.23799 17.47354 -0.8 0.7 0.0
Br -23.14246 1.60261 15.87582 0.3 0.5 0.5
Br -21.01938 4.07827 16.11447 -0.4 -0.5 0.2
H -22.33030 2.94939 17.85931 0.0 -0.4 0.1
C -20.09042 5.57091 12.65705 0.6 1.1 -0.2
Br -18.29203 5.29215 11.93722 -0.6 -0.2 0.2
Br -21.38749 5.77995 11.23330 0.3 -0.1 0.5
Br -20.00564 7.21666 13.78646 -0.3 -1.0 -0.4
H -20.34101 4.72372 13.28305 -0.1 0.1 0.0
C -18.03738 1.17342 14.22227 0.4 -0.5 0.2
C -19.17643 0.25652 13.82171 0.0 0.7 0.4
O -20.24659 1.07898 13.30182 -0.6 1.0 0.2
C -21.39803 0.48513 13.00188 1.6 -0.2 0.0
O -21.52363 -0.69661 12.91486 -0.8 -0.3 0.3
C -22.47997 1.47616 12.53949 -0.8 -1.8 -0.7
F -23.69260 1.13679 13.02598 0.4 0.4 0.4
F -22.22007 2.73991 12.76352 -0.1 0.3 0.0
F -22.59904 1.21596 11.22088 0.3 0.8 -0.3
H -17.27274 0.57274 14.72515 0.1 -0.2 -0.4
H -18.27116 1.88690 15.00923 -0.6 0.3 -0.3
H -17.58681 1.65310 13.35825 0.0 0.2 0.0
H -19.56461 -0.21865 14.71872 0.0 -0.5 -0.2
H -18.88124 -0.44396 13.04356 0.0 -0.2 0.2
```
Forces are in eV/Å.



Record 2
The following is a DFT calculation (the ωB97M-V functional and the def2-TZVPD basis) of a gas-phase ion, C5H10N3 (charge +1) at a distorted geometry.

Its net charge is +1. The calculation puts the HOMO energy at -0.4635 hartree. As for the SMILES: CN1C=CN2C[C@]12[NH3+]. The orbital gap comes out at 0.338 Eh. Its energy above the lowest of the compared OMol25 structures with the same formula, charge and spin is 4.160 eV.

XYZ file:
```
18
Properties=species:S:1:pos:R:3:forces:R:3
C 1.43088 1.36742 0.27414 1.1 0.2 -0.7
N 0.25874 0.72299 -0.30830 -2.7 1.1 -0.5
C -0.91607 1.64473 -0.35621 0.4 -1.8 -0.1
C -2.07361 1.03063 -0.07281 5.5 -0.8 0.1
N -1.73610 -0.32439 0.10991 0.8 -2.9 -0.5
C -0.90452 -0.96245 1.14912 -1.8 -2.0 3.2
C -0.31691 -0.55971 -0.09168 0.0 2.0 -0.7
N 0.03101 -1.57520 -1.24940 -2.2 0.9 0.2
H 1.96123 0.65308 0.89835 -0.1 0.2 0.5
H 2.16129 1.63846 -0.53333 -0.7 -0.1 0.6
H 1.11854 2.30602 0.78955 0.5 -1.0 -0.1
H -0.67315 2.58091 -0.74253 0.0 1.6 -0.2
H -3.05753 1.15872 -0.16098 -3.5 1.5 -0.2
H -1.29169 -2.03490 1.31598 1.0 1.6 -0.3
H -0.69602 -0.49213 2.16251 0.1 -0.1 -1.6
H -0.92402 -1.82290 -1.63601 1.2 0.7 -0.2
H 0.38997 -2.46086 -0.98232 1.0 -1.0 0.7
H 0.66585 -1.09353 -1.89366 -0.4 -0.2 -0.2
```
Forces are in eV/Å.



Record 3
The following is a DFT calculation (the ωB97M-V functional and the def2-TZVPD basis) of 3 unconnected molecules or ions with the total composition C35H52N2O4 at a distorted geometry.

Its net charge is 0. The calculation puts the HOMO energy (spin up / spin down) at -0.3198 / -0.3252 hartree. The expectation value of S² is 2.009. The orbital gap (spin up / spin down) comes out at 0.264 / 0.269 Eh. As for the multiplicity: 3.

XYZ file:
```
93
Properties=species:S:1:pos:R:3:forces:R:3
C 2.91031 -6.25429 2.75339 -4.8 5.0 -1.8
C 2.11273 -5.20606 2.58885 2.0 -4.3 1.7
C 0.95742 -4.10895 2.72662 -1.7 1.9 0.7
C 0.73358 -3.30455 4.12485 -2.0 0.6 -2.4
C -0.42016 -2.24110 4.31714 0.6 -2.1 -4.1
C -1.36594 -1.98373 3.07793 1.7 -1.5 -0.1
C -1.16654 -2.71769 1.67188 1.7 -0.5 2.9
C -0.01877 -3.76282 1.50772 -0.2 1.3 3.0
C -2.20376 -2.30573 0.49701 0.5 0.4 -1.9
O -1.87200 -2.22574 -0.73195 -1.4 -0.6 5.3
C -3.70249 -1.96154 1.02703 0.7 1.2 2.7
C -3.90081 -1.33937 2.31604 0.6 -1.0 -1.9
C -5.32618 -0.98923 2.97206 0.9 1.0 -0.8
C -6.58353 -1.09246 1.96816 -0.7 -0.2 0.7
C -7.40013 -2.48192 2.03026 -0.6 -0.3 0.0
C -7.74732 -3.00408 3.51427 0.3 -0.7 -0.1
C -6.72336 -3.70976 1.23126 -1.0 0.6 0.2
C -2.59898 -0.94550 3.21338 0.6 1.6 0.8
O -2.53241 0.09980 3.94157 -0.5 -4.6 -3.0
H 3.39863 -7.27961 2.56688 -0.8 2.4 0.5
H 1.42258 -3.49770 5.02849 -1.2 0.2 -1.8
H -0.57890 -1.67101 5.31254 0.3 -1.2 -2.0
H 0.12448 -4.31759 0.51668 -0.3 1.0 1.7
H -4.59458 -2.22241 0.35654 1.7 0.5 1.0
H -5.41758 -1.61593 3.93015 -0.1 0.9 -1.5
H -5.26794 0.12484 3.30915 0.1 -2.0 -0.5
H -6.31794 -0.87257 0.87257 -0.1 -0.3 1.7
H -7.32688 -0.25810 2.28917 1.3 -1.4 -0.5
H -8.42383 -2.28084 1.50910 1.8 -0.3 0.8
H -8.38312 -2.28661 4.14334 0.9 -1.0 -1.1
H -8.30312 -4.01903 3.38250 0.8 1.9 0.4
H -6.79617 -3.26762 4.13424 -1.5 0.6 -1.2
H -7.55429 -4.51097 1.09017 1.6 1.2 0.3
H -6.43995 -3.33428 0.18523 -0.1 -0.8 1.5
H -5.84277 -4.12571 1.84418 -1.2 0.5 -1.2
C 1.98032 1.28190 0.50040 0.1 0.3 0.0
C 2.46725 0.29315 1.58982 -1.7 0.3 -1.2
C 1.94606 0.75391 2.96747 0.3 0.1 0.2
C 2.65252 2.00518 3.47883 0.0 0.0 0.0
C 4.16551 1.81229 3.48718 -0.4 -0.3 0.1
C 4.74484 1.29563 2.14980 1.4 1.6 -0.4
N 3.95936 0.17122 1.55627 0.3 -2.7 3.6
O 4.29424 -0.97050 2.23621 -0.4 2.0 -1.8
C 4.83644 2.45142 1.12539 -0.2 0.2 -0.2
C 6.23611 0.92354 2.40243 -0.4 -0.7 0.0
C 1.75772 -1.03422 1.20592 0.7 -0.2 0.3
H 0.91334 1.14576 0.29388 0.2 -0.2 0.2
H 2.07814 2.32922 0.78453 0.1 0.0 0.0
H 2.51184 1.12633 -0.44286 0.0 0.0 0.1
H 2.07411 -0.04691 3.70592 0.1 -0.1 -0.2
H 0.86814 0.94874 2.91710 0.1 -0.1 -0.2
H 2.38456 2.87752 2.87461 0.0 -0.1 0.0
H 2.30988 2.22479 4.49536 0.0 0.0 -0.1
H 4.64096 2.76096 3.76108 0.1 -0.2 -0.2
H 4.40978 1.10722 4.29120 0.1 -0.1 -0.2
H 5.13162 2.07866 0.13797 -0.1 0.0 0.2
H 5.59133 3.18633 1.42485 0.0 -0.3 0.1
H 3.91434 3.01735 1.01510 -0.1 -0.1 0.0
H 6.35517 0.20144 3.21431 -0.2 0.0 -0.2
H 6.81565 1.80631 2.69046 -0.4 0.1 -0.1
H 6.69819 0.50648 1.50186 -0.1 0.0 0.1
H 2.07172 -1.37397 0.21328 0.0 0.1 0.1
H 0.67145 -0.90140 1.18058 0.3 0.3 0.0
H 1.94565 -1.84062 1.91943 0.2 0.3 -0.1
C -0.46110 0.49978 -5.08580 -0.2 0.1 -0.2
C 0.64914 1.15271 -4.22319 -1.4 -1.5 0.3
C 0.02318 2.23640 -3.32016 0.1 0.3 -0.1
C -0.40693 3.47704 -4.09618 0.0 0.0 -0.1
C 0.74980 4.03305 -4.92038 0.0 -0.2 0.4
C 1.45802 2.98200 -5.80634 -0.3 1.0 -1.9
N 1.73745 1.69678 -5.09643 2.4 1.8 3.4
O 2.83978 1.89289 -4.30630 -1.9 -0.8 -1.9
C 0.61478 2.69424 -7.07111 -0.3 -0.1 -0.1
C 2.74443 3.64798 -6.37891 0.3 -0.4 0.6
C 1.14002 -0.01957 -3.32954 0.6 0.4 0.0
H -1.08394 -0.16921 -4.48281 0.3 0.1 0.1
H -1.15790 1.21730 -5.51794 0.1 0.0 -0.1
H -0.03435 -0.10075 -5.89426 0.0 0.1 0.1
H 0.73699 2.53884 -2.54431 0.1 -0.1 -0.1
H -0.84544 1.82927 -2.78929 0.2 -0.2 -0.2
H -1.26119 3.25440 -4.74314 0.0 0.0 0.0
H -0.75153 4.24264 -3.39326 0.0 -0.1 -0.1
H 0.37802 4.85731 -5.53960 0.2 -0.2 -0.1
H 1.47358 4.47752 -4.22631 0.1 -0.2 -0.1
H 1.04245 1.86661 -7.64837 0.0 0.1 0.2
H 0.58979 3.56417 -7.73608 0.2 0.0 0.2
H -0.42738 2.46306 -6.86338 0.0 -0.1 0.1
H 3.39737 4.03915 -5.59449 -0.1 -0.3 0.0
H 2.49188 4.49883 -7.01953 -0.3 -0.2 0.1
H 3.32077 2.94068 -6.98394 -0.1 0.0 0.1
H 1.55558 -0.82947 -3.93781 0.0 0.1 0.0
H 0.31297 -0.43719 -2.74575 -0.1 0.2 -0.3
H 1.89722 0.28566 -2.60221 0.0 0.1 -0.3
```
Forces are in eV/Å.



Record 4
The following is a DFT calculation (the ωB97M-V functional and the def2-TZVPD basis) of 2 unconnected molecules or ions with the total composition C5H10O2 at a distorted geometry.

Its net charge is 0. The calculation puts the HOMO energy at -0.3286 hartree. As for the SMILES: C=C(O)/C=C/C.O. The orbital gap comes out at 0.347 Eh. Its energy above the lowest of the compared OMol25 structures with the same formula, charge and spin is 3.514 eV.

XYZ file:
```
17
Properties=species:S:1:pos:R:3:forces:R:3
C 0.88514 1.07377 1.83975 -1.9 3.4 1.6
C 0.87380 0.08259 1.01408 0.9 -1.2 -1.1
O 1.93182 -0.31667 0.28831 2.9 0.0 -1.4
C -0.25004 -0.80020 0.68025 -0.1 1.6 1.0
C -1.40104 -0.26780 0.26171 0.7 -2.7 -2.1
C -2.33267 -1.36447 -0.23925 -3.1 1.0 0.9
H 1.58509 1.87647 2.03315 0.8 -0.6 -0.4
H -0.09225 1.44815 2.15584 0.1 -0.7 0.4
H 2.72969 0.29815 0.20755 -2.0 -1.0 0.8
H -0.09284 -1.87947 0.84132 -0.2 0.6 -0.3
H -1.59772 0.72700 -0.16973 0.5 -0.3 1.0
H -2.53671 -2.08671 0.57668 0.6 0.0 -0.5
H -3.36297 -0.82420 -0.20305 1.3 -1.3 -1.2
H -2.05469 -1.91467 -1.20016 -0.6 1.2 1.2
O 0.24245 1.31564 -2.86346 2.0 -1.5 1.7
H 0.92267 1.68952 -2.22016 -1.4 -0.5 -1.2
H 0.45453 0.33064 -2.75944 -0.6 1.9 -0.3
```
Forces are in eV/Å.



Number 1: E_tot -16126.9721 hartree. Number 2: E_tot -360.4222 hartree. Number 3: E_tot -1774.7590 hartree. Number 4: E_tot -346.8963 hartree.